one) 16
Properties=species:S:1:pos:R:3:lowdin_charge:R:1 method="wB97M-V/def2-TZVPD" total_charge=0 orbital_gap_ha=0.2788
S -1.899 0.571 -1.181 0.423
H -2.696 1.640 -1.137 -0.260
C 0.783 0.303 0.970 -0.346
C 1.249 -1.079 0.481 -0.283
C 2.443 -0.982 -0.446 -0.127
N -0.543 0.407 1.608 -0.060
H 1.539 0.785 1.581 0.102
H 0.639 0.870 0.037 0.009
H 0.405 -1.493 -0.088 0.094
H 1.393 -1.762 1.337 0.109
H 2.190 -0.430 -1.353 0.069
H 3.296 -0.475 0.038 0.077
H 2.786 -1.997 -0.715 0.075
H -1.270 0.380 0.862 -0.096
H -0.740 -0.472 2.110 0.063
H -0.359 1.852 -1.293 0.151

***

two) 16
Properties=species:S:1:pos:R:3:lowdin_charge:R:1 method="wB97M-V/def2-TZVPD" total_charge=0 smiles=CCN.CS orbital_gap_ha=0.3069
C 0.689 -1.132 1.914 -0.103
C 0.830 -0.781 0.435 -0.282
N 0.975 0.668 0.211 -0.044
H 0.751 -2.215 2.059 0.072
H 1.510 -0.712 2.499 0.070
H -0.262 -0.819 2.345 0.072
H 1.724 -1.227 0.002 0.118
H -0.054 -1.143 -0.085 0.101
H 0.267 1.192 0.711 0.106
H 1.881 1.051 0.407 0.106
C -1.904 0.816 -1.802 -0.529
S -0.210 1.196 -2.450 0.438
H -2.168 1.460 -0.965 0.008
H -2.577 1.004 -2.635 0.001
H -1.977 -0.236 -1.531 0.000
H 0.525 0.876 -1.116 -0.135

***

Stability comparison, relative energies in kJ/mol: one) 200.4; two) 0.0

***

one) 14
Properties=species:S:1:pos:R:3:lowdin_charge:R:1 method="wB97M-V/def2-TZVPD" total_charge=0 smiles="[H]/N=C(/N)OCSC=O" orbital_gap_ha=0.3622
H 0.501 1.793 -0.544 0.017
N 1.441 1.359 -0.841 0.120
C 1.503 0.196 -0.313 -0.593
N 2.479 -0.766 -0.564 0.110
O 0.662 -0.381 0.592 -0.083
C -0.478 0.409 1.009 -0.488
S -1.704 0.924 -0.151 0.991
C -2.721 -0.556 -0.195 -0.498
O -3.751 -0.432 -0.887 -0.069
H 2.236 -1.803 -0.589 0.135
H 3.249 -0.497 -1.161 0.091
H -0.992 -0.186 1.699 0.062
H -0.035 1.311 1.403 0.090
H -2.390 -1.371 0.543 0.116

***

two) 14
Properties=species:S:1:pos:R:3:lowdin_charge:R:1 method="wB97M-V/def2-TZVPD" total_charge=0 orbital_gap_ha=0.3850
H 1.969 -0.289 -1.674 0.010
N 2.657 -0.734 -1.087 0.081
C 2.671 -0.270 0.088 -0.383
N 1.953 0.804 0.614 -0.354
S 0.651 1.516 -0.189 1.017
C -0.608 0.278 0.180 -0.783
O -0.452 -0.653 0.900 0.079
O -1.739 0.654 -0.473 -0.141
C -2.877 -0.193 -0.260 -0.053
H 3.332 -0.742 0.873 0.130
H 1.844 0.809 1.608 0.075
H -2.583 -1.220 -0.583 0.104
H -3.678 0.267 -0.860 0.095
H -3.141 -0.227 0.864 0.122

***

three) 14
Properties=species:S:1:pos:R:3:lowdin_charge:R:1 method="wB97M-V/def2-TZVPD" total_charge=0 orbital_gap_ha=0.3196
C 1.986 -0.170 -0.096 -0.440
C 0.812 0.655 -0.324 -0.097
C -2.485 0.827 0.264 -0.287
H 1.683 -1.377 1.361 0.285
H 2.501 0.330 0.722 0.123
H 2.747 -0.066 -0.861 0.130
H 0.907 1.769 -0.615 0.164
H -3.005 1.670 0.796 0.132
H -0.632 -1.512 -0.900 -0.070
N -0.382 0.179 -0.063 -0.062
N -2.816 -0.366 0.155 -0.321
O 1.874 -1.440 0.150 -0.066
O -1.257 1.377 -0.339 -0.144
S -1.931 -1.876 -0.251 0.652

***

four) 14
Properties=species:S:1:pos:R:3:lowdin_charge:R:1 method="wB97M-V/def2-TZVPD" total_charge=0 smiles="CSC(=O)NC(N)=O" orbital_gap_ha=0.3693
C -1.302 -2.405 0.595 -0.367
S -0.441 -0.817 0.843 0.911
C -0.185 -0.429 -0.857 -0.695
O -0.280 -1.414 -1.643 -0.056
N 0.492 0.832 -1.150 0.108
C 1.001 1.993 -0.342 -0.494
N 0.831 2.151 1.015 0.148
O 1.353 3.043 -0.891 0.024
H -1.807 -2.300 -0.329 0.013
H -0.581 -3.150 0.349 0.022
H -1.877 -2.858 1.477 0.082
H 0.828 0.879 -2.146 0.160
H 0.859 1.425 1.626 0.004
H 1.110 3.051 1.453 0.140

***

Stability comparison, relative energies in kJ/mol: one) 82.0; two) 20.4; three) 601.8; four) 0.0

***

one) 17
Properties=species:S:1:pos:R:3:lowdin_charge:R:1 method="wB97M-V/def2-TZVPD" total_charge=0 smiles="NC(N)=O.O.O.O" orbital_gap_ha=0.4020
N 6.265 -5.373 0.384 0.156
C 6.010 -6.706 0.536 -0.677
N 5.041 -7.185 -0.313 0.155
O 6.645 -7.469 1.265 0.008
H 7.048 -4.964 0.859 0.108
H 5.654 -4.782 -0.138 0.093
H 4.897 -8.173 -0.377 0.107
H 4.541 -6.512 -0.854 0.089
O 7.908 -5.479 -3.034 -0.058
H 7.893 -6.079 -2.280 -0.005
H 8.312 -4.671 -2.702 0.033
O 8.681 -8.198 -1.378 -0.048
H 8.209 -7.757 -0.659 0.017
H 9.176 -8.902 -0.945 0.055
O 8.710 -9.017 -4.508 -0.064
H 8.834 -8.964 -3.551 -0.002
H 7.756 -9.062 -4.625 0.031

***

two) 17
Properties=species:S:1:pos:R:3:lowdin_charge:R:1 method="wB97M-V/def2-TZVPD" total_charge=0 smiles="NC(N)=O.O.O.O" orbital_gap_ha=0.3897
N 1.480 -0.222 -0.862 0.106
C 1.273 0.818 -1.860 -0.603
N 0.493 1.909 -1.502 0.167
O 1.814 0.669 -2.940 0.028
H 1.195 0.050 0.119 0.098
H 2.372 -0.658 -0.812 0.073
H 0.212 2.510 -2.254 0.103
H 0.011 2.044 -0.667 0.039
O -0.745 -1.012 2.271 0.009
H -0.506 -1.103 3.155 0.019
H -1.046 -1.823 1.978 -0.022
O -1.597 1.992 1.195 -0.088
H -2.536 2.283 1.165 0.055
H -1.703 1.011 1.166 0.030
O -0.341 -3.079 0.283 -0.022
H -0.449 -3.236 -0.561 -0.060
H 0.074 -2.153 0.126 0.068

***

three) 17
Properties=species:S:1:pos:R:3:lowdin_charge:R:1 method="wB97M-V/def2-TZVPD" total_charge=0 smiles="NC(N)=O.O.O.O" orbital_gap_ha=0.4060
N 1.602 -0.011 -0.415 0.126
C 1.268 -1.364 -0.269 -0.632
N 0.044 -1.535 0.386 0.122
O 1.940 -2.275 -0.679 0.077
H 0.824 0.552 -0.746 0.092
H 2.412 0.062 -1.019 0.110
H -0.057 -2.504 0.645 0.116
H -0.136 -0.889 1.150 0.082
O -2.503 2.337 -0.248 -0.074
H -1.890 3.015 -0.545 0.024
H -2.239 1.543 -0.729 -0.026
O 0.866 0.545 2.300 -0.065
H 1.455 0.696 1.547 0.008
H 1.043 1.178 2.996 0.043
O -1.482 -0.061 -1.416 -0.064
H -1.127 -0.782 -0.879 -0.002
H -2.021 -0.507 -2.078 0.062

***

Stability comparison, relative energies in kJ/mol: one) 44.4; two) 95.6; three) 0.0

***

one) 16
Properties=species:S:1:pos:R:3:lowdin_charge:R:1 method="wB97M-V/def2-TZVPD" total_charge=0 orbital_gap_ha=0.3322
C -0.047 -2.383 -0.110 -0.163
C 0.887 -1.306 1.896 0.003
C -0.148 -0.122 -0.206 -0.437
C -0.224 2.157 -0.269 -0.310
H 0.327 -2.386 -1.642 0.191
H -1.479 -2.625 -0.005 0.182
H 0.489 -3.247 0.620 0.110
H 0.057 -1.740 2.463 0.091
H 1.932 -1.740 1.924 0.118
H 0.695 -0.320 2.210 0.045
H 0.431 -0.445 -2.026 0.071
H -0.034 0.965 -1.875 0.128
N 0.407 -1.175 0.423 -0.226
N -0.418 -0.053 -1.588 0.081
N -0.664 0.996 0.650 0.065
N -0.072 3.298 -0.847 0.049

***

two) 16
Properties=species:S:1:pos:R:3:lowdin_charge:R:1 method="wB97M-V/def2-TZVPD" total_charge=0 smiles="CCN1C=NN=CN1" orbital_gap_ha=0.3228
C -1.954 0.494 -0.195 -0.154
C -1.041 -0.561 -0.441 -0.218
N 0.103 -0.301 0.550 -0.137
C 0.464 0.935 0.433 -0.249
N 1.642 1.450 0.088 0.024
N 2.485 0.603 -0.476 0.021
C 2.115 -0.607 -0.332 -0.273
N 1.120 -1.183 0.372 0.008
H -2.777 0.511 -0.897 0.070
H -1.612 1.597 0.071 0.109
H -2.563 0.134 0.824 0.148
H -0.601 -0.554 -1.476 0.142
H -1.522 -1.524 -0.184 0.130
H -0.248 1.631 0.705 0.068
H 2.789 -1.365 -0.503 0.087
H 1.601 -1.261 1.460 0.226

***

Stability comparison, relative energies in kJ/mol: one) 204.8; two) 0.0

***

one) 16
Properties=species:S:1:pos:R:3:lowdin_charge:R:1 method="wB97M-V/def2-TZVPD" total_charge=0 orbital_gap_ha=0.3508
N 2.450 1.177 -0.967 -0.048
N 1.622 1.237 0.100 -0.047
C 0.558 0.538 0.124 -0.313
N 0.240 -0.567 -0.831 0.077
C -1.204 -0.734 -0.856 -0.174
C -1.591 -0.270 0.456 -0.261
C -0.929 -0.555 1.714 -0.132
N -0.537 0.609 1.057 0.021
H 3.177 0.423 -0.650 0.132
H 3.039 2.006 -0.951 0.068
H 0.682 -0.185 -1.587 0.049
H -1.780 -0.216 -1.537 0.101
H -1.378 -1.815 -0.843 0.128
H -2.623 -0.050 0.467 0.125
H -0.206 -1.406 1.706 0.140
H -1.521 -0.194 2.597 0.134

***

two) 16
Properties=species:S:1:pos:R:3:lowdin_charge:R:1 method="wB97M-V/def2-TZVPD" total_charge=0 smiles=Cn1ccnc1NN orbital_gap_ha=0.3107
C -1.455 -1.575 -0.009 -0.056
N -1.062 -0.203 0.276 -0.082
C -1.629 1.069 0.242 -0.134
C -0.682 2.013 0.053 -0.192
N 0.558 1.450 0.022 0.069
C 0.457 0.153 0.156 -0.327
N 1.488 -0.708 0.215 -0.060
N 2.856 -0.313 -0.023 -0.014
H -2.593 -1.575 -0.049 0.111
H -0.943 -1.752 -1.089 0.126
H -0.937 -2.191 0.656 0.050
H -2.700 1.463 0.343 0.131
H -0.762 3.026 0.200 0.065
H 1.261 -1.407 -0.449 0.095
H 2.995 -0.025 -1.065 0.107
H 3.149 0.576 0.520 0.109

***

Stability comparison, relative energies in kJ/mol: one) 49.9; two) 0.0

***

one) 16
Properties=species:S:1:pos:R:3:lowdin_charge:R:1 method="wB97M-V/def2-TZVPD" total_charge=0 smiles="[H]/N=C1/NNC[C@H]2N[C@H]12" orbital_gap_ha=0.3597
H 2.574 0.291 0.009 0.026
N 2.002 1.091 0.203 0.133
C 0.846 0.679 -0.305 -0.552
N -0.247 1.363 -0.703 0.030
N -1.448 0.984 0.042 -0.051
C -1.705 -0.525 0.347 -0.096
C -0.284 -0.940 0.664 -0.299
N 0.602 -1.984 0.128 0.100
C 0.548 -0.644 -0.503 -0.295
H -0.039 2.402 -0.130 0.230
H -1.290 1.444 0.850 0.032
H -2.471 -0.400 1.329 0.177
H -2.044 -1.060 -0.557 0.112
H 0.198 -0.978 1.752 0.202
H 0.042 -2.394 -0.590 0.076
H 0.229 -0.899 -1.556 0.174

***

two) 16
Properties=species:S:1:pos:R:3:lowdin_charge:R:1 method="wB97M-V/def2-TZVPD" total_charge=0 smiles=CCNn1cncn1 orbital_gap_ha=0.3702
C 1.887 -0.612 0.282 -0.136
C 1.483 0.807 0.310 -0.124
N 0.162 1.172 -0.880 0.067
N -0.808 0.317 -0.433 -0.255
C -1.619 0.574 0.597 -0.186
N -2.588 -0.298 0.683 0.070
C -2.358 -1.102 -0.419 -0.246
N -1.259 -0.862 -1.070 0.102
H 2.789 -0.706 -0.376 0.086
H 2.417 -0.852 1.193 0.064
H 0.972 -1.304 0.110 0.102
H 0.844 1.102 1.198 0.099
H 2.245 1.477 0.057 0.066
H 0.423 0.723 -1.750 0.087
H -1.409 1.359 1.191 0.089
H -3.179 -1.796 -0.693 0.114

***

Stability comparison, relative energies in kJ/mol: one) 423.6; two) 0.0